Entry 1:
{
  "formula": "C18H24N2O2",
  "method": "ωB97M-V with the def2-TZVPD basis set",
  "elements": ["C", "C", "C", "C", "N", "C", "C", "C", "C", "C", "C", "C", "O", "C", "C", "C", "C", "C", "N", "C", "C", "O", "H", "H", "H", "H", "H", "H", "H", "H", "H", "H", "H", "H", "H", "H", "H", "H", "H", "H", "H", "H", "H", "H", "H", "H"],
  "positions_angstrom": [[-0.4594, 2.6974, -4.0040], [-1.7093, 2.0873, -3.3839], [-1.9226, 0.7369, -3.1437], [-0.9624, -0.3773, -3.4459], [-0.0201, -0.5003, -2.3190], [-0.5917, -0.7956, -1.0020], [0.4665, -1.1582, 0.0449], [-0.2167, -1.2644, 1.4130], [-0.8724, -0.1759, 1.9711], [-1.4137, -0.2411, 3.2276], [-1.3999, -1.4380, 3.9857], [-2.0200, -1.4804, 5.3578], [-0.9491, -1.4872, 6.3610], [-0.8235, -2.5623, 3.4410], [-0.2465, -2.4932, 2.1511], [1.6524, -0.1537, 0.0578], [1.5270, 1.3717, 0.3469], [2.7398, 2.0341, -0.3077], [3.3301, 0.9572, -1.1369], [2.3481, -0.1593, -1.3066], [1.3095, -0.1194, -2.4782], [1.7404, 0.2167, -3.5647], [-0.0015, 2.0229, -4.7128], [-0.7028, 3.6043, -4.5543], [0.2323, 2.9842, -3.2426], [-2.5229, 2.7949, -3.1321], [-2.8676, 0.3992, -2.7024], [-1.5107, -1.3144, -3.5546], [-0.5401, -0.1645, -4.4624], [-1.2412, 0.0499, -0.6852], [-1.2672, -1.6704, -1.1200], [0.8805, -2.1648, -0.2031], [-0.8809, 0.8095, 1.4697], [-1.8132, 0.7108, 3.6102], [-2.6285, -2.3989, 5.4601], [-2.7043, -0.6791, 5.5144], [-0.2501, -2.1039, 6.0711], [-0.8430, -3.4991, 3.9997], [0.2013, -3.3972, 1.7687], [2.3537, -0.5246, 0.8320], [1.4889, 1.6237, 1.3717], [0.6095, 1.7495, -0.0962], [2.4609, 2.9349, -0.8769], [3.4711, 2.3345, 0.4570], [3.6315, 1.2817, -2.0675], [2.9380, -1.0780, -1.4098]],
  "lowdin_charge": [-0.091, -0.117, -0.112, -0.157, -0.029, -0.116, -0.205, -0.170, -0.054, -0.021, -0.224, -0.185, -0.076, -0.044, 0.002, -0.211, -0.130, -0.190, -0.006, -0.199, -0.358, 0.046, 0.062, 0.068, 0.059, 0.095, 0.095, 0.114, 0.133, 0.121, 0.142, 0.157, 0.117, 0.123, 0.120, 0.104, 0.083, 0.119, 0.102, 0.157, 0.093, 0.105, 0.110, 0.106, 0.113, 0.152],
  "lumo_ev": 0.6,
  "smiles": "C/C=C\\CN1C[C@H](c2ccc(CO)cc2)[C@@H]2CCN[C@@H]2C1=O",
  "largest_force_ev_per_a": 2.7,
  "de_lowest_kj_mol": 312.6,
  "total_charge": 0,
  "mol_weight_g_mol": 300.402,
  "homo_lumo_gap_ev": 9.5,
  "homo_ha": -0.324
}

=====

Entry 2:
{
  "formula": "C5H4N2O2S",
  "method": "ωB97M-V with the def2-TZVPD basis set",
  "elements": ["O", "N", "O", "S", "C", "C", "C", "C", "C", "N", "H", "H", "H", "H"],
  "positions_angstrom": [[-0.4872, 2.2009, 0.9273], [0.6034, 2.2369, 1.4964], [0.9647, 3.0706, 2.2988], [1.9073, 1.0429, 1.1627], [0.9324, -0.0503, 0.0882], [0.1284, 0.4731, -0.8636], [-0.7865, -0.3712, -1.4865], [-0.9594, -1.5877, -0.7162], [-0.0731, -2.0070, 0.2644], [0.9334, -1.2486, 0.6470], [0.1529, 1.5338, -1.1830], [-1.4284, -0.0561, -2.3020], [-1.6985, -2.3008, -1.0944], [-0.1896, -2.9366, 0.7609]],
  "lowdin_charge": [0.001, -0.643, -0.008, 1.074, -0.585, -0.128, -0.006, -0.040, -0.144, 0.039, 0.126, 0.111, 0.102, 0.102],
  "lumo_ev": -0.2,
  "smiles": "O=[N+]([O-])Sc1ccccn1",
  "largest_force_ev_per_a": 3.6,
  "de_lowest_kj_mol": 341.4,
  "total_charge": 0,
  "mol_weight_g_mol": 156.166,
  "homo_lumo_gap_ev": 9.4,
  "homo_ha": -0.352
}

=====

Entry 3:
{
  "formula": "C4H6N2",
  "method": "ωB97M-V with the def2-TZVPD basis set",
  "elements": ["C", "C", "C", "C", "H", "H", "H", "H", "H", "H", "N", "N"],
  "positions_angstrom": [[-1.9191, 0.0916, 0.0771], [0.3837, 1.1047, -0.1626], [1.5175, 0.5038, 0.0532], [1.1525, -0.7959, 0.0458], [-1.8920, 1.1660, -0.0868], [-2.1795, -0.2982, 1.0213], [-2.5787, -0.4325, -0.6469], [0.1506, 2.1916, 0.0241], [2.4331, 0.7843, 0.3832], [1.7783, -1.5111, -0.0902], [-0.5603, 0.0920, -0.0059], [-0.0852, -1.1385, -0.0921]],
  "lowdin_charge": [-0.071, -0.057, -0.085, -0.212, 0.091, 0.078, 0.105, 0.146, 0.082, 0.048, -0.268, 0.143],
  "lumo_ev": 1.1,
  "largest_force_ev_per_a": 6.4,
  "de_lowest_kj_mol": 346.8,
  "total_charge": 0,
  "mol_weight_g_mol": 82.106,
  "homo_lumo_gap_ev": 10.2,
  "homo_ha": -0.334
}

=====

Entry 4:
{
  "formula": "C3H7N6O2",
  "method": "ωB97M-V with the def2-TZVPD basis set",
  "elements": ["C", "N", "N", "N", "C", "N", "N", "O", "O", "N", "C", "H", "H", "H", "H", "H", "H", "H"],
  "positions_angstrom": [[0.7872, 1.2427, -1.3033], [0.1077, 1.0346, -0.0039], [-0.4466, 2.0153, 0.5930], [-1.4282, 1.7770, 1.2671], [-1.8752, 0.1565, 0.6928], [-2.8627, 0.3684, -0.2884], [-4.0727, 0.0134, -0.0760], [-4.4197, -0.5541, 0.9854], [-4.8656, 0.2690, -0.9468], [-0.7158, -0.1596, 0.0214], [0.2484, -1.0460, 0.7690], [1.2157, 0.3755, -1.6309], [0.1464, 1.7574, -1.9226], [1.6834, 1.9948, -1.2905], [-2.0308, -0.3553, 1.5619], [0.7524, -0.4957, 1.6146], [-0.4792, -1.8328, 1.2778], [0.9681, -1.6683, 0.1882]],
  "lowdin_charge": [-0.031, -0.243, -0.106, 0.079, -0.339, 0.062, -0.581, -0.101, -0.063, -0.110, -0.085, 0.035, 0.043, 0.106, 0.081, 0.085, 0.103, 0.065],
  "lumo_ev": 3.4,
  "smiles": "CN1N=N[C@@H](N=[N+]([O-])[O-])N1C",
  "largest_force_ev_per_a": 5.1,
  "de_lowest_kj_mol": 91.4,
  "total_charge": -1,
  "mol_weight_g_mol": 159.129,
  "homo_lumo_gap_ev": 7.4,
  "homo_ha": -0.147
}